[1]
{
  "formula": "C4H14NO3",
  "method": "ωB97M-V/def2-TZVPD",
  "elements": ["O", "O", "O", "N", "C", "C", "C", "C", "H", "H", "H", "H", "H", "H", "H", "H", "H", "H", "H", "H", "H", "H"],
  "xyz": [[-0.450, 1.763, -2.293], [-2.511, -1.449, 1.329], [1.828, -1.157, -2.028], [-1.368, 0.632, 0.232], [2.277, -1.480, -0.967], [1.644, -1.009, 0.362], [1.124, 0.409, 0.237], [-0.090, 0.715, 1.100], [2.448, -0.895, 1.099], [0.894, -1.730, 0.688], [-2.436, -2.364, 1.658], [-1.777, -0.312, 0.068], [-0.101, 1.707, 1.609], [-0.261, 0.017, 1.936], [-0.560, 1.332, -3.146], [-0.489, 2.722, -2.336], [1.095, 0.923, -0.756], [3.280, -1.900, -0.731], [1.965, 1.070, 0.523], [-2.110, 1.100, 0.733], [-0.942, 1.187, -0.564], [-3.461, -1.281, 1.249]],
  "e_homo_ha": -0.477,
  "lumo_energy_ev": -3.0584,
  "total_charge": 1,
  "max_force_ev_per_a": 2.3
}

---

[2]
{
  "formula": "C4H14NO3",
  "method": "ωB97M-V/def2-TZVPD",
  "elements": ["O", "O", "O", "N", "C", "C", "C", "C", "H", "H", "H", "H", "H", "H", "H", "H", "H", "H", "H", "H", "H", "H"],
  "xyz": [[1.852, 2.780, 0.259], [-5.181, -1.172, -1.099], [-1.869, -0.426, -0.452], [0.848, 0.290, 0.048], [1.808, -0.660, 0.741], [1.117, -1.064, 1.998], [1.360, 1.151, -1.072], [2.314, 2.140, -0.578], [2.755, -0.221, 0.894], [0.365, 1.721, -1.509], [3.375, 2.023, -0.980], [1.981, -1.433, -0.062], [-5.065, -1.984, -1.664], [0.030, -0.286, -0.238], [1.291, -0.280, 2.831], [-0.043, -1.256, 1.966], [1.585, -1.884, 2.603], [1.464, 0.524, -2.042], [-2.158, -0.386, -1.388], [-2.590, 0.002, -0.036], [0.715, 1.044, 0.814], [-5.956, -0.624, -1.033]],
  "e_homo_ha": -0.520,
  "lumo_energy_ev": -3.5734,
  "total_charge": 1,
  "max_force_ev_per_a": 7.4
}

---

[3]
{
  "formula": "C4H14NO6",
  "method": "ωB97M-V/def2-TZVPD",
  "elements": ["O", "O", "O", "O", "O", "O", "N", "C", "C", "C", "C", "H", "H", "H", "H", "H", "H", "H", "H", "H", "H", "H", "H", "H", "H"],
  "xyz": [[1.992, 0.474, -2.377], [-0.792, 1.011, 1.060], [2.935, -0.994, 2.133], [-2.334, -1.824, 1.992], [0.951, -0.425, 0.385], [-0.348, -2.585, 0.526], [-1.218, 1.670, -1.090], [0.238, 1.485, -1.004], [-1.840, 1.190, 0.161], [0.528, 0.828, 0.386], [0.582, 0.472, -2.092], [0.788, 2.409, -1.177], [-2.430, 1.978, 0.643], [-1.551, 2.539, -1.471], [-1.737, -1.117, 2.260], [2.484, 0.151, -1.612], [2.395, -0.738, 1.340], [0.135, 0.696, -3.059], [0.293, -0.544, -1.842], [-0.135, -1.601, 0.424], [-0.039, -2.983, -0.290], [-1.840, -2.271, 1.260], [-2.462, 0.327, -0.092], [1.118, 1.473, 1.060], [2.287, -1.625, 2.476]],
  "e_homo_ha": -0.183,
  "lumo_energy_ev": 3.5863,
  "total_charge": -1,
  "max_force_ev_per_a": 1.7
}

---

[4]
{
  "formula": "C4H14NOS",
  "method": "ωB97M-V/def2-TZVPD",
  "elements": ["S", "O", "N", "C", "C", "C", "C", "H", "H", "H", "H", "H", "H", "H", "H", "H", "H", "H", "H", "H", "H"],
  "xyz": [[0.414, 2.821, -0.836], [-1.952, -2.641, 2.847], [-0.693, -0.717, 0.294], [1.414, 0.301, -0.151], [0.001, -0.983, -1.992], [1.183, 1.710, 0.434], [0.016, -0.155, -0.754], [-1.166, -2.090, 2.864], [2.159, 0.364, -0.938], [1.553, -0.352, 0.704], [-0.316, 1.130, -1.112], [1.986, 2.149, 1.026], [-1.880, -3.225, 3.608], [0.476, 1.639, 1.273], [0.372, -1.996, -1.788], [0.760, -0.753, -2.749], [-1.619, 1.038, -1.112], [-1.566, -1.168, 0.066], [-0.938, -0.992, -2.536], [0.696, 3.970, -0.183], [-0.899, -0.051, 1.033]],
  "e_homo_ha": -0.493,
  "lumo_energy_ev": -7.1122,
  "total_charge": 1,
  "max_force_ev_per_a": 3.9
}

---

[5]
{
  "formula": "C4H14NOS",
  "method": "ωB97M-V/def2-TZVPD",
  "elements": ["S", "O", "N", "C", "C", "C", "C", "H", "H", "H", "H", "H", "H", "H", "H", "H", "H", "H", "H", "H", "H"],
  "xyz": [[2.398, -0.462, 1.467], [-1.697, 2.862, -2.191], [0.432, 0.916, -0.718], [0.099, -0.535, -0.158], [-0.643, -1.503, -1.088], [0.823, 0.106, 2.060], [-0.386, -0.264, 1.249], [-0.854, -1.100, 1.772], [-1.461, -0.876, -1.485], [0.957, -2.482, 0.788], [-0.076, -1.858, -1.944], [2.136, -1.991, 1.568], [-1.156, -2.332, -0.586], [0.642, -0.176, 3.094], [1.202, -0.992, 0.359], [-0.280, 1.156, -1.437], [-1.668, 3.773, -1.706], [-1.731, 3.094, -3.128], [-1.120, 0.549, 1.269], [1.027, 1.192, 2.027], [1.355, 0.921, -1.209]],
  "e_homo_ha": -0.500,
  "lumo_energy_ev": -7.8048,
  "total_charge": 1,
  "max_force_ev_per_a": 3.0
}

---

[6]
{
  "formula": "C4H14NOS2",
  "method": "ωB97M-V/def2-TZVPD",
  "elements": ["S", "S", "O", "N", "C", "C", "C", "C", "H", "H", "H", "H", "H", "H", "H", "H", "H", "H", "H", "H", "H", "H"],
  "xyz": [[0.190, -0.380, 0.949], [-0.245, 0.670, 2.702], [-1.366, -3.143, -3.654], [0.579, -0.602, -2.249], [-1.150, 1.115, -2.018], [0.615, 0.869, -0.305], [0.296, 0.768, -1.758], [1.274, 1.143, 3.711], [0.469, 1.939, 0.056], [-0.123, -1.335, -1.951], [-1.697, 0.386, -1.342], [-2.302, -3.242, -3.998], [2.083, 0.472, 3.424], [-1.687, 0.834, -2.842], [1.571, 2.194, 3.479], [-1.260, -4.162, -3.594], [1.091, 1.138, 4.810], [0.990, 1.504, -2.146], [1.526, -0.961, -1.934], [0.570, -0.674, -3.215], [-1.385, 2.183, -1.683], [1.695, 1.076, -0.281]],
  "e_homo_ha": [-0.639, -0.639],
  "lumo_energy_ev": [-8.5756, -11.9151],
  "total_charge": 2,
  "multiplicity": 2,
  "max_force_ev_per_a": 4.6
}

---

[7]
{
  "formula": "C4H14NS2",
  "method": "ωB97M-V/def2-TZVPD",
  "elements": ["S", "S", "N", "C", "C", "C", "C", "H", "H", "H", "H", "H", "H", "H", "H", "H", "H", "H", "H", "H", "H"],
  "xyz": [[-2.686, 1.483, 1.995], [1.369, -1.399, -1.143], [-1.640, -0.620, -1.257], [-1.809, 0.208, 1.054], [2.419, -0.650, 0.176], [-1.974, 0.632, -0.410], [2.927, 0.752, -0.180], [-2.348, -0.711, 1.204], [2.107, 1.527, -0.241], [-1.670, -0.554, -2.279], [1.033, -2.480, -0.423], [-2.337, -1.362, -1.131], [-1.737, 1.570, 2.957], [-0.669, -0.853, -1.067], [-0.770, 0.131, 1.411], [-1.319, 1.398, -0.792], [3.428, 0.889, -1.157], [3.239, -1.387, 0.367], [1.811, -0.623, 1.087], [-3.014, 0.854, -0.711], [3.638, 1.194, 0.540]],
  "e_homo_ha": -0.473,
  "lumo_energy_ev": -3.3062,
  "total_charge": 1,
  "max_force_ev_per_a": 1.9
}

---

[8]
{
  "formula": "C4H14O2",
  "method": "ωB97M-V/def2-TZVPD",
  "elements": ["O", "O", "C", "C", "C", "C", "H", "H", "H", "H", "H", "H", "H", "H", "H", "H", "H", "H", "H", "H"],
  "xyz": [[-5.785, -0.470, 2.109], [-1.828, -2.764, 0.816], [0.288, 0.769, 0.726], [3.142, 0.302, -1.863], [0.922, 0.817, -0.684], [2.451, 1.035, -0.745], [0.017, -0.259, 0.985], [4.186, 0.579, -1.946], [2.600, 2.092, -0.896], [0.690, -0.036, -1.330], [0.446, 1.674, -1.175], [2.716, 0.620, -2.823], [-2.239, -3.030, -0.026], [3.038, -0.781, -1.847], [1.003, 1.097, 1.465], [-0.615, 1.372, 0.736], [-6.618, -0.022, 1.930], [2.959, 0.835, 0.193], [-5.551, -0.268, 3.022], [-1.823, -3.562, 1.353]],
  "smiles": "CCCC.O.O",
  "e_homo_ha": -0.393,
  "lumo_energy_ev": 0.9141,
  "total_charge": 0,
  "max_force_ev_per_a": 1.3
}

---

[9]
{
  "formula": "C4H14O2",
  "method": "ωB97M-V/def2-TZVPD",
  "elements": ["O", "O", "C", "C", "C", "C", "H", "H", "H", "H", "H", "H", "H", "H", "H", "H", "H", "H", "H", "H"],
  "xyz": [[-1.334, 1.701, -2.117], [1.613, 2.559, -0.590], [-0.385, 0.064, 1.458], [-0.202, -2.405, 0.893], [0.360, -0.600, -0.885], [0.359, -1.003, 0.595], [1.902, 2.799, 0.292], [-1.068, 2.623, -2.262], [-0.672, -2.380, 1.881], [0.223, 0.410, 2.306], [-1.409, -0.229, 1.678], [-2.258, 1.885, -1.895], [1.376, -0.930, 0.997], [-0.402, 1.017, 0.935], [0.567, -3.165, 1.061], [-0.025, -1.355, -1.568], [1.336, -0.333, -1.317], [-0.256, 0.292, -1.009], [-0.935, -2.629, 0.125], [1.209, 1.679, -0.576]],
  "smiles": "CC(C)C.O.O",
  "e_homo_ha": -0.397,
  "lumo_energy_ev": 0.7327,
  "total_charge": 0,
  "max_force_ev_per_a": 1.4
}

---

[10]
{
  "formula": "C4H14O2",
  "method": "ωB97M-V/def2-TZVPD",
  "elements": ["O", "O", "C", "C", "C", "C", "H", "H", "H", "H", "H", "H", "H", "H", "H", "H", "H", "H", "H", "H"],
  "xyz": [[4.529, -5.194, 1.659], [-5.691, -4.101, 2.266], [-0.118, 1.178, -0.529], [0.548, 2.045, -1.550], [-1.596, 1.386, -0.262], [1.617, 3.091, -1.169], [-2.084, 1.563, -1.194], [-4.905, -3.571, 1.906], [4.981, -4.467, 1.286], [-5.016, -4.660, 2.604], [1.697, 4.006, -1.896], [0.452, 1.179, 0.464], [0.978, 1.483, -2.440], [-2.089, 0.650, 0.316], [-1.606, 2.272, 0.338], [4.520, -5.513, 2.505], [-0.211, 2.650, -2.136], [0.129, 0.138, -0.900], [2.557, 2.534, -1.099], [1.307, 3.333, -0.171]],
  "smiles": "CCCC.O.O",
  "e_homo_ha": -0.391,
  "lumo_energy_ev": 0.7513,
  "total_charge": 0,
  "max_force_ev_per_a": 4.7
}

---

[11]
{
  "formula": "C4H14O2S2",
  "method": "ωB97M-V/def2-TZVPD",
  "elements": ["S", "S", "O", "O", "C", "C", "C", "C", "H", "H", "H", "H", "H", "H", "H", "H", "H", "H", "H", "H", "H", "H"],
  "xyz": [[2.100, 0.690, -0.386], [1.985, 1.440, 1.407], [-2.227, 0.057, 1.511], [-0.756, -2.683, 2.179], [-0.278, -0.602, -1.916], [0.735, 0.336, 2.224], [0.174, 0.732, -2.487], [1.094, 1.689, -1.673], [0.807, 0.542, -3.381], [0.421, 2.297, -1.112], [0.028, -1.508, -2.496], [-0.116, -2.343, 2.736], [-0.174, -3.101, 1.513], [-0.617, 1.421, -2.867], [1.130, 0.011, 3.193], [-2.986, 0.270, 1.079], [-0.173, 0.912, 2.465], [-1.411, -0.619, -1.808], [1.776, 2.358, -2.291], [-0.052, -0.571, -0.797], [-2.078, -0.939, 1.459], [0.619, -0.390, 1.448]],
  "smiles": "CCCSSC.O.O",
  "e_homo_ha": -0.309,
  "lumo_energy_ev": 0.5106,
  "total_charge": 0,
  "max_force_ev_per_a": 5.0
}

---

[12]
{
  "formula": "C4H14O2S2",
  "method": "ωB97M-V/def2-TZVPD",
  "elements": ["S", "S", "O", "O", "C", "C", "C", "C", "H", "H", "H", "H", "H", "H", "H", "H", "H", "H", "H", "H", "H", "H"],
  "xyz": [[0.777, -1.089, -0.732], [-0.075, -2.333, 0.603], [-1.272, 2.454, 1.703], [-2.359, 0.717, -0.610], [2.071, 1.233, -1.037], [1.646, 0.281, 0.082], [0.984, 2.291, -1.364], [-1.569, -1.584, 1.256], [-2.354, -1.457, 0.523], [2.509, -0.051, 0.658], [-1.935, -2.150, 2.100], [-2.042, 1.073, -1.444], [-1.399, -0.569, 1.633], [2.909, 1.830, -0.678], [2.295, 0.757, -1.976], [-1.748, 1.032, 0.070], [1.459, 3.222, -1.666], [-0.858, 3.089, 1.114], [1.017, 0.805, 0.794], [0.388, 2.538, -0.481], [0.302, 1.993, -2.161], [-2.005, 2.863, 2.167]],
  "smiles": "CCCSSC.O.O",
  "e_homo_ha": -0.307,
  "lumo_energy_ev": 0.4139,
  "total_charge": 0,
  "max_force_ev_per_a": 1.9
}